# 1
C58H55BaF3N9OS3Se | wB97M-V/def2-TZVPD

Each line ends with the Mulliken charge.
Positions of all 131 atoms, in Å:
Ba -1.55006 0.31760 -1.02581  2.400
N -1.54581 0.23097 1.23128  -1.120
S -1.08508 0.16977 2.61456  2.206
N 0.49378 0.62782 2.95211  -0.040
S 1.70867 -0.10964 2.33931  0.955
N 1.66058 -0.68084 0.90818  0.414
S 1.74294 -0.11045 -0.65999  1.546
N 0.61304 -0.28172 -1.56905  -1.169
C 2.29517 1.57745 -0.43504  0.832
C 1.40498 2.45765 0.16644  0.071
C 1.76446 3.78760 0.30427  -0.169
C 3.00274 4.22877 -0.14443  -1.169
C 3.88928 3.34060 -0.73935  -0.936
C 3.53868 2.00589 -0.89160  -0.353
C 3.20857 -0.96662 -1.23501  -0.350
C 3.14457 -1.41099 -2.54446  -0.593
C 4.21492 -2.12511 -3.06640  -0.755
C 5.33131 -2.38421 -2.27972  -0.758
C 5.38149 -1.93716 -0.96270  -0.714
C 4.31128 -1.23182 -0.43462  -0.347
C 2.24720 -1.50180 3.31140  0.535
C 2.53829 -2.71459 2.71711  0.636
C 3.05359 -3.73491 3.50875  -0.707
C 3.27326 -3.52347 4.86104  -0.773
C 2.96985 -2.29274 5.44339  -0.829
C 2.45068 -1.27245 4.66965  -1.204
C 3.03097 1.02245 2.75135  1.084
C 4.33555 0.53910 2.70750  -0.392
C 5.37650 1.37828 3.06505  -0.895
C 5.10666 2.67850 3.48150  -0.648
C 3.79752 3.13147 3.55991  -0.859
C 2.74507 2.30179 3.19632  -0.531
C -1.87167 1.32654 3.70864  0.352
C -2.89500 2.04951 3.11380  -0.760
C -3.53761 3.02970 3.85751  -0.785
C -3.15526 3.26818 5.17188  -0.591
C -2.12453 2.53494 5.75208  -0.953
C -1.46732 1.56095 5.01844  -0.284
C -1.14440 -1.48007 3.29994  0.332
C -1.22763 -2.47420 2.33262  -0.149
C -1.18782 -3.80244 2.72951  -0.248
C -1.07070 -4.11999 4.07676  -0.904
C -1.00177 -3.11289 5.03492  -0.830
C -1.03560 -1.78174 4.65220  -0.490
H 0.44076 2.11288 0.52697  -0.320
H 1.07784 4.48243 0.77484  0.575
H 3.28100 5.27089 -0.02978  0.441
H 4.85235 3.68676 -1.09532  0.473
H 4.21666 1.31559 -1.37637  0.650
H 2.25530 -1.20710 -3.13005  0.337
H 4.17210 -2.48430 -4.08711  0.466
H 6.16341 -2.94337 -2.69147  0.401
H 6.25209 -2.14071 -0.35065  0.489
H 4.32605 -0.88998 0.58984  0.209
H 2.36413 -2.85832 1.65820  -0.224
H 3.28868 -4.69280 3.05677  0.574
H 3.68238 -4.32058 5.47228  0.447
H 3.15012 -2.12813 6.49853  0.484
H 2.21388 -0.30470 5.10381  0.407
H 4.53418 -0.49353 2.44727  0.308
H 6.39509 1.01017 3.04131  0.482
H 5.92420 3.33463 3.76175  0.437
H 3.58909 4.13435 3.91281  0.521
H 1.71513 2.62669 3.26840  0.504
H -3.18100 1.82488 2.09152  0.610
H -4.34086 3.59964 3.40704  0.497
H -3.66059 4.03522 5.74966  0.401
H -1.82952 2.72591 6.77647  0.450
H -0.63282 1.02336 5.45373  0.240
H -1.33369 -2.20431 1.28652  0.296
H -1.25327 -4.58831 1.98300  0.422
H -1.04442 -5.15946 4.38681  0.414
H -0.92669 -3.36610 6.08595  0.457
H -0.99975 -1.00181 5.40236  0.322
C -1.86267 5.64092 -3.24009  -1.131
N -1.48676 4.69319 -2.18600  0.416
C -1.57347 5.16400 -0.80657  -0.819
C -1.14072 3.42706 -2.45320  0.139
C -1.10892 3.00257 -3.89782  -1.270
O -0.87696 2.61065 -1.54687  0.193
H -2.26196 6.53291 -2.76981  0.408
H -2.63272 5.22948 -3.89065  0.383
H -1.00575 5.93333 -3.84803  0.329
H -0.90838 6.01539 -0.66086  0.403
H -1.28978 4.36243 -0.13575  -0.096
H -2.59494 5.46906 -0.58000  0.447
H -0.63949 3.74555 -4.53979  0.528
H -2.13294 2.83802 -4.24870  0.417
H -0.56626 2.06486 -3.96910  -0.126
F -3.10810 -0.16027 -8.80627  -0.276
C -1.90999 -0.18593 -8.21157  0.805
F -1.19655 -1.18825 -8.75480  -0.252
F -1.27361 0.96451 -8.50938  -0.250
C -2.02177 -0.35239 -6.72232  0.385
C -3.24879 -0.39149 -6.09078  -1.109
C -3.26973 -0.51817 -4.70797  -0.227
N -2.16006 -0.61116 -3.97608  0.325
C -0.97638 -0.59192 -4.60690  -0.610
C -0.85809 -0.45762 -5.97686  -0.887
H -4.16880 -0.32394 -6.65412  0.530
H -4.20880 -0.52738 -4.15573  0.331
H -0.09498 -0.68711 -3.97400  0.505
H 0.11342 -0.43026 -6.45558  0.480
Se -2.50545 -4.64787 -1.23996  0.306
N -1.10467 -3.60922 -0.93603  -0.054
C -0.08391 -4.44243 -0.77153  -0.597
C 1.26390 -4.04026 -0.52567  0.731
C 2.22556 -4.98557 -0.40143  -0.622
C 1.92575 -6.38834 -0.49743  -0.748
C 0.66498 -6.82689 -0.71742  -0.843
C -0.38392 -5.86217 -0.87032  0.662
N -1.64238 -6.16885 -1.11405  -0.825
H 1.47938 -2.99201 -0.44859  0.776
H 3.25346 -4.67789 -0.22938  0.564
H 2.73079 -7.10832 -0.40038  0.400
H 0.43197 -7.88261 -0.79143  0.454
C -4.38887 -1.98689 -1.54075  -0.401
C -4.94742 -0.59500 -1.53401  -0.579
C -6.27789 -0.21635 -1.55555  -0.997
C -6.28521 1.20040 -1.44392  -1.095
C -4.95664 1.58243 -1.36443  -0.277
C -4.41024 2.98475 -1.21037  -0.201
N -4.12878 0.49540 -1.42339  0.852
H -5.18232 -2.71671 -1.70586  0.338
H -3.91671 -2.22633 -0.57365  0.084
H -3.62972 -2.11981 -2.32493  0.147
H -7.13715 -0.87665 -1.61821  0.471
H -7.15104 1.85488 -1.41582  0.472
H -5.08225 3.59471 -0.60066  0.416
H -4.29292 3.50371 -2.17425  0.227
H -3.42746 2.97029 -0.71936  -0.457

The value obtained for the LUMO energy is -2.44 eV. The net charge is +1.

# 2
C58H55N4 | wB97M-V/def2-TZVPD

Each line ends with the Mulliken charge.
Positions of all 117 atoms, in Å:
C 3.46338 -6.79974 3.42419  -1.534
C 3.54903 -5.73892 2.38176  0.768
C 3.10230 -5.99394 1.09464  -0.813
C 3.13175 -5.02570 0.10803  1.221
C 2.61696 -5.32668 -1.25885  -1.800
C 3.62658 -3.75564 0.42719  -0.800
N 3.61197 -2.71824 -0.57492  0.781
C 2.65647 -1.81747 -0.82523  -0.219
N 2.99058 -0.92660 -1.76433  0.939
C 2.36118 0.34036 -2.05907  -0.632
C 2.41349 1.37370 -1.11556  1.010
C 3.11765 1.17959 0.18424  -0.912
C 1.78131 2.57379 -1.40090  -1.049
C 1.11047 2.77509 -2.59597  0.697
C 0.43801 4.07662 -2.86507  -1.429
C 1.06704 1.73714 -3.51536  -1.364
C 1.67888 0.51968 -3.26706  0.914
C 1.59927 -0.58515 -4.26437  -1.559
C 4.35877 -1.23366 -2.28136  -0.584
C 4.80703 -2.43376 -1.42360  -0.519
C 4.09233 -3.47547 1.71756  0.978
C 4.59221 -2.11551 2.07154  -1.038
C 4.04228 -4.47516 2.67224  -1.242
H 3.83332 -6.45470 4.39045  0.356
H 2.42861 -7.11365 3.56113  0.342
H 4.04295 -7.67671 3.13501  0.352
H 2.71575 -6.96969 0.86071  0.486
H 2.67318 -4.44512 -1.89843  0.192
H 3.19839 -6.11874 -1.73413  0.386
H 1.57409 -5.64966 -1.22755  0.399
H 3.16672 2.10735 0.75795  0.495
H 2.60633 0.43555 0.79715  -0.258
H 4.14003 0.83382 0.02498  0.345
H 1.81375 3.37859 -0.68772  0.552
H -0.05888 4.07838 -3.83582  0.379
H -0.31513 4.28505 -2.10499  0.304
H 1.15764 4.89545 -2.85476  0.332
H 0.54883 1.87789 -4.44687  0.394
H 0.92211 -0.33190 -5.08179  0.436
H 2.57764 -0.78818 -4.70165  0.296
H 1.23547 -1.50598 -3.80412  0.263
H 4.29585 -1.47746 -3.34403  0.339
H 5.00958 -0.36216 -2.17300  0.352
H 5.65308 -2.19737 -0.77563  0.218
H 5.07353 -3.31280 -2.01644  0.308
H 4.91642 -2.07074 3.11270  0.435
H 5.44583 -1.83501 1.45449  0.281
H 3.81402 -1.36382 1.93105  -0.023
H 4.39232 -4.25841 3.66517  0.338
C -7.93295 -3.24559 -2.28387  -0.416
C -6.94938 -4.10842 -2.72823  -0.771
C -5.70983 -3.61869 -3.08218  -0.200
C -5.43053 -2.25611 -2.99894  0.092
N -4.09170 -1.76732 -3.28648  0.845
C -3.82305 -1.15189 -4.57427  0.104
C -4.14477 0.18469 -4.79808  -0.063
C -3.94066 0.76091 -6.03252  -0.847
C -3.39634 0.01825 -7.06162  -0.455
C -3.04533 -1.30064 -6.84773  -0.803
C -3.25294 -1.88144 -5.61547  -0.180
C -3.16518 -1.52723 -2.20090  0.409
C -1.95135 -2.22259 -2.12105  -0.867
C -1.03177 -1.92315 -1.15470  -0.183
C -1.26778 -0.88724 -0.22321  0.417
C -0.31844 -0.64437 0.80259  -0.188
C -0.21475 0.50213 1.63690  0.552
C 0.40153 0.38531 2.90470  -0.835
C 0.51263 1.46388 3.73816  -0.760
C 0.06945 2.72583 3.33011  1.024
N 0.13608 3.84275 4.21571  0.936
C 0.19296 5.17902 3.65491  -0.449
C -0.96909 5.88875 3.35585  0.086
C -0.90251 7.10128 2.70569  -0.758
C 0.32281 7.63515 2.35685  -0.453
C 1.48483 6.95978 2.67550  -0.784
C 1.42195 5.74327 3.31861  -0.107
C -0.10883 3.66835 5.63396  -0.624
C 0.94274 3.58337 6.54220  -0.025
C 0.69388 3.51773 7.89576  -0.773
C -0.60542 3.52970 8.36449  -0.383
C -1.65832 3.58350 7.47314  -0.804
C -1.41506 3.64133 6.11983  -0.090
C -0.46279 2.86866 2.04407  -0.734
C -0.63128 1.78990 1.22390  -1.009
C -2.50576 -0.20831 -0.29456  -0.573
C -3.43139 -0.53653 -1.24614  -0.859
C -6.44647 -1.39735 -2.58349  0.041
C -7.68015 -1.88916 -2.21881  -0.894
H -8.90023 -3.62781 -1.99935  0.398
H -7.15523 -5.16469 -2.79601  0.386
H -4.93531 -4.28089 -3.42648  0.403
H -4.56039 0.75612 -3.98761  0.315
H -4.21520 1.79021 -6.19961  0.413
H -3.26131 0.46417 -8.03460  0.435
H -2.61430 -1.87311 -7.65351  0.414
H -2.98046 -2.90658 -5.44040  0.400
H -1.75274 -2.99526 -2.84312  0.503
H -0.09045 -2.44494 -1.10916  0.392
H 0.38607 -1.43780 0.99406  0.313
H 0.77305 -0.57862 3.21035  0.570
H 0.96369 1.36386 4.71156  0.553
H -1.91747 5.46513 3.63391  0.358
H -1.80811 7.63427 2.46577  0.404
H 0.37165 8.57671 1.83390  0.421
H 2.44005 7.38435 2.41223  0.412
H 2.32040 5.20864 3.57193  0.434
H 1.94992 3.57767 6.16557  0.452
H 1.51510 3.46663 8.59178  0.399
H -0.79668 3.51469 9.42647  0.407
H -2.67135 3.59170 7.84219  0.392
H -2.22864 3.68018 5.41821  0.405
H -0.74191 3.85301 1.71271  0.497
H -1.01467 1.93484 0.22920  0.677
H -2.75071 0.52595 0.45371  0.662
H -4.38907 -0.04439 -1.26357  0.228
H -6.25133 -0.34082 -2.55563  0.236
H -8.44979 -1.21508 -1.87875  0.386

The value obtained for the LUMO energy is -4.43 eV. The net charge is +1.

# 3
C58H59N6 | wB97M-V/def2-TZVPD

Each line ends with the Mulliken charge.
Positions of all 123 atoms, in Å:
C 3.07011 -4.57801 0.64057  -0.302
C 3.04026 -3.17483 0.89958  0.012
N 3.38027 -1.77458 1.36788  0.333
N 4.62971 -1.13089 1.49086  -0.196
C 4.49549 0.31963 1.99898  0.198
N 5.55562 1.19056 2.17221  -0.024
C 5.45701 2.62915 2.63094  -0.426
N 4.33868 3.42577 1.98235  -0.510
N 3.02470 0.62821 2.24176  -0.196
C 2.42246 -0.69645 1.82694  -0.289
C 0.74850 -0.72261 1.91641  0.582
C 0.13588 -1.98276 2.68798  -0.273
C -1.48095 -2.15163 2.79812  -0.531
C -2.22809 -0.88851 2.09036  -0.267
C -1.35136 0.27459 1.41908  -0.203
N 0.11862 0.44931 1.25310  -0.381
H 3.07992 -5.76730 0.53717  0.389
H 5.50943 -1.62447 1.21004  0.235
H 6.51289 0.79609 1.92949  0.279
H 6.49250 3.17072 2.39754  0.293
H 5.33909 2.65788 3.80636  0.297
H 4.04577 2.92034 1.09365  0.268
H 3.50968 3.28399 2.63383  0.215
H 0.84165 -2.78929 3.17420  0.321
H -2.06774 -3.02557 3.31064  0.346
H -3.40451 -0.83357 2.07626  0.372
H -1.98497 1.17940 0.95956  0.438
C 4.90597 1.97147 -3.84949  -0.475
C 5.32202 3.28112 -4.08715  -0.402
C 5.80712 4.06089 -3.03765  -0.515
C 5.88546 3.52707 -1.75102  -0.337
C 5.47290 2.21613 -1.51413  -0.446
C 4.97908 1.43944 -2.56192  -0.405
H 4.52477 1.36520 -4.66703  0.380
H 5.26738 3.69473 -5.09106  0.379
H 6.12493 5.08351 -3.22188  0.387
H 6.26805 4.13297 -0.93394  0.366
H 5.53554 1.79974 -0.51171  0.667
H 4.65261 0.42003 -2.37594  0.380
C -4.36099 -0.80135 -1.12505  -0.424
C -5.62321 -0.41777 -1.57722  -0.568
C -5.76796 0.73516 -2.34833  -0.441
C -4.64792 1.49985 -2.67586  -0.386
C -3.38520 1.11415 -2.22680  -0.580
C -3.24172 -0.03373 -1.44787  -0.395
H -4.24903 -1.69808 -0.52125  0.629
H -6.49499 -1.01746 -1.32772  0.399
H -6.75247 1.03744 -2.69486  0.378
H -4.75988 2.39568 -3.28089  0.370
H -2.51224 1.70930 -2.48351  0.386
H -2.25857 -0.33087 -1.09359  0.635
C 1.02528 4.89008 4.26905  -0.436
C 0.48874 6.14796 4.54225  -0.461
C -0.58575 6.62638 3.79300  -0.351
C -1.13056 5.84191 2.77599  -0.465
C -0.59637 4.58244 2.50531  -0.473
C 0.48413 4.10790 3.24847  -0.166
H 1.86488 4.51898 4.85094  0.356
H 0.90891 6.75631 5.33928  0.383
H -0.99927 7.60932 4.00168  0.461
H -1.97106 6.21254 2.19522  0.371
H -1.02211 3.97055 1.71380  0.371
H 0.90356 3.12896 3.03367  0.418
C -0.54198 -9.21177 -1.35543  -0.392
C -0.12593 -7.90212 -1.59309  -0.480
C 0.35917 -7.12236 -0.54359  -0.359
C 0.43750 -7.65618 0.74304  -0.260
C 0.02494 -8.96712 0.97993  -0.406
C -0.46887 -9.74380 -0.06786  -0.403
H -0.92318 -9.81805 -2.17296  0.390
H -0.18057 -7.48852 -2.59700  0.381
H 0.67698 -6.09973 -0.72782  0.392
H 0.82010 -7.05028 1.56012  0.397
H 0.08759 -9.38350 1.98235  0.360
H -0.79534 -10.76322 0.11812  0.379
C -4.00397 -4.25908 -2.36219  -0.326
C -5.09384 -4.06880 -3.21116  -0.563
C -5.93979 -5.13612 -3.51119  -0.336
C -5.70124 -6.39266 -2.95377  -0.357
C -4.61349 -6.58197 -2.10180  -0.431
C -3.76216 -5.51682 -1.80917  -0.513
H -3.34293 -3.42784 -2.13131  0.525
H -5.28363 -3.08801 -3.64000  0.405
H -6.78502 -4.98913 -4.17804  0.378
H -6.36321 -7.22337 -3.18358  0.387
H -4.42868 -7.56087 -1.66620  0.390
H -2.91166 -5.66601 -1.14978  0.448
C -10.52292 -5.59415 -6.84574  -0.352
C -11.03026 -4.31919 -6.59707  -0.397
C -10.79674 -3.70227 -5.36837  -0.346
C -10.04668 -4.35705 -4.39103  -0.487
C -9.53617 -5.63050 -4.64116  -0.329
C -9.77759 -6.25123 -5.86646  -0.381
H -10.70802 -6.07603 -7.80218  0.355
H -11.60889 -3.80623 -7.36124  0.352
H -11.19787 -2.71161 -5.17245  0.355
H -9.86044 -3.87442 -3.43525  0.369
H -8.95029 -6.13995 -3.88000  0.505
H -9.38439 -7.24558 -6.05892  0.351
C 10.23464 -0.28662 -0.68518  -0.416
C 8.97242 0.09696 -1.13734  -0.420
C 8.82767 1.24989 -1.90845  -0.012
C 9.94771 2.01458 -2.23598  -0.581
C 11.21043 1.62887 -1.78693  -0.374
C 11.35391 0.48100 -1.00799  -0.440
H 10.34659 -1.18335 -0.08137  0.355
H 8.10064 -0.50273 -0.88785  0.497
H 7.84316 1.55216 -2.25498  0.301
H 9.83575 2.91041 -2.84101  0.382
H 12.08338 2.22403 -2.04364  0.370
H 12.33706 0.18385 -0.65371  0.360
C -1.74618 8.92699 6.62583  -0.437
C -0.62454 8.89846 7.45402  -0.348
C 0.11572 10.06096 7.66711  -0.421
C -0.27189 11.25541 7.05919  -0.352
C -1.39575 11.28471 6.23398  -0.384
C -2.13061 10.12010 6.01350  -0.356
H -2.32086 8.02004 6.45728  0.438
H -0.32658 7.96919 7.93316  0.409
H 0.99352 10.03691 8.30712  0.361
H 0.30203 12.16253 7.22904  0.358
H -1.69861 12.21599 5.76161  0.358
H -3.00288 10.14209 5.36617  0.374

The value obtained for the LUMO energy is -4.18 eV. The net charge is +1.